# 1
2 unconnected molecules or ions with the total composition C2H2S3, computed with ωB97M-V with the def2-TZVPD basis set.

Each line ends with the Löwdin charge.
Geometry (Å):
1 C 0.16 1.10 -1.36  -0.469
2 C 0.01 -0.50 2.35  -1.409
3 S -0.20 -0.24 -2.21  0.702
4 S -1.20 0.37 2.77  0.724
5 S 1.18 -1.43 1.86  0.674
6 H -0.35 1.92 -1.92  -0.071
7 H 0.39 -1.21 -1.48  -0.150

- Molar mass: 122.24 g mol⁻¹
- HOMO-LUMO gap: 8.844 eV
- Energy: -1271.8540 a.u.
- Multiplicity: 1
- Energy above the lowest of the compared OMol25 structures with the same formula, charge and spin: 211.65 kJ/mol



# 2
17 unconnected molecules or ions with the total composition C2H34F6N2O19S2, computed with ωB97M-V with the def2-TZVPD basis set.

Each line ends with the Löwdin charge.
Geometry (Å):
1 N 19.03 2.33 0.17  0.368
2 H 19.39 1.46 -0.19  0.148
3 H 19.14 2.38 1.17  0.140
4 H 18.05 2.48 -0.04  0.140
5 H 19.50 3.14 -0.21  0.153
6 C 16.58 3.24 5.64  -0.659
7 F 16.21 4.26 6.37  0.161
8 F 16.70 2.15 6.42  0.124
9 F 15.72 3.07 4.63  0.124
10 S 18.31 3.64 4.89  0.718
11 O 17.86 4.44 3.75  -0.384
12 O 19.15 4.47 5.84  -0.327
13 N 18.89 2.10 4.27  -0.334
14 S 19.94 1.70 5.36  0.551
15 O 21.22 2.35 5.22  -0.300
16 O 19.32 1.70 6.71  -0.330
17 C 20.17 -0.17 4.83  -0.620
18 F 20.29 -0.24 3.48  0.074
19 F 21.32 -0.61 5.37  0.117
20 F 19.19 -0.93 5.31  0.142
21 O 23.43 -5.20 2.54  -0.054
22 H 23.91 -4.64 3.14  0.019
23 H 23.63 -4.85 1.67  0.024
24 O 11.27 7.62 8.01  -0.049
25 H 10.67 7.61 7.26  0.029
26 H 12.12 7.83 7.63  0.032
27 O 16.22 -0.43 3.33  -0.050
28 H 16.73 -1.19 3.63  0.027
29 H 16.83 0.30 3.39  0.001
30 O 13.88 -0.07 8.81  -0.051
31 H 13.56 -0.20 7.92  0.013
32 H 13.66 0.84 9.02  0.025
33 O 26.36 -3.42 4.70  -0.049
34 H 26.14 -3.36 5.63  0.035
35 H 27.18 -3.92 4.68  0.032
36 O 26.33 0.32 3.06  -0.052
37 H 26.30 -0.63 2.98  0.019
38 H 25.50 0.62 2.66  0.026
39 O 20.47 -1.14 -1.68  -0.059
40 H 20.82 -1.97 -1.33  0.036
41 H 20.59 -1.22 -2.63  0.033
42 O 15.09 2.23 -0.11  -0.056
43 H 14.61 1.74 0.55  0.037
44 H 14.48 2.90 -0.41  0.035
45 O 10.28 3.22 4.90  -0.048
46 H 10.65 2.62 4.25  0.029
47 H 10.12 4.03 4.41  0.026
48 O 19.44 7.79 0.22  -0.046
49 H 19.56 7.10 -0.44  0.016
50 H 19.16 7.32 1.01  0.029
51 O 17.30 3.71 11.32  -0.051
52 H 16.76 4.40 11.69  0.026
53 H 17.01 3.65 10.40  0.026
54 O 11.59 3.83 8.72  -0.053
55 H 11.68 4.72 9.07  0.019
56 H 11.40 3.96 7.79  0.017
57 O 12.82 -1.08 5.18  -0.047
58 H 13.70 -1.00 4.81  0.017
59 H 12.44 -1.84 4.75  0.029
60 O 16.37 -4.64 4.28  -0.051
61 H 17.26 -4.95 4.14  0.029
62 H 15.87 -5.00 3.56  0.027
63 O 21.81 6.68 8.90  -0.055
64 H 21.05 6.41 8.39  0.027
65 H 21.56 6.53 9.81  0.027

- Molar mass: 568.41 g mol⁻¹
- HOMO-LUMO gap: 7.612 eV
- Energy: -3031.0749 a.u.
- Multiplicity: 1
- Energy above the lowest of the compared OMol25 structures with the same formula, charge and spin: 292.56 kJ/mol



# 3
A molecular structure, C2H36HfO17, computed with ωB97M-V with the def2-TZVPD basis set.

Each line ends with the Löwdin charge.
Geometry (Å):
1 Hf -2.00 -1.24 2.29  1.888
2 C 0.40 -0.17 4.35  -0.097
3 O -0.46 -0.77 3.37  -0.410
4 H 0.70 0.86 4.05  0.093
5 H 1.38 -0.69 4.27  0.094
6 H 0.00 0.00 5.29  0.071
7 C -0.04 -0.15 -0.02  -0.072
8 O -1.22 -0.75 0.59  -0.370
9 H -0.20 0.46 -0.89  0.063
10 H 0.54 -1.02 -0.22  0.054
11 H 0.54 0.46 0.72  0.083
12 O 1.77 -3.09 0.22  -0.034
13 H 1.34 -3.18 -0.60  -0.034
14 H 2.21 -3.92 0.49  0.096
15 O -2.10 0.86 2.41  -0.119
16 H -2.73 1.57 2.26  0.122
17 H -1.24 1.37 2.35  0.055
18 O -1.45 -0.99 -2.91  -0.035
19 H -0.93 -0.23 -3.20  0.004
20 H -1.23 -1.71 -3.50  0.062
21 O 2.83 1.27 -0.43  -0.003
22 H 2.75 0.61 0.25  0.009
23 H 3.74 1.20 -0.65  0.084
24 O -0.73 1.63 -3.30  -0.027
25 H 0.12 1.17 -3.10  -0.003
26 H -0.79 1.71 -4.22  0.042
27 O 1.63 0.50 -2.71  -0.041
28 H 2.41 0.59 -3.21  0.073
29 H 1.96 0.74 -1.80  0.033
30 O 1.19 3.67 -0.46  -0.018
31 H 1.79 2.92 -0.39  0.008
32 H 1.51 4.26 0.20  0.041
33 O -3.47 0.61 -1.43  -0.009
34 H -3.97 0.12 -2.05  0.037
35 H -2.63 0.20 -1.54  -0.021
36 O -0.33 2.64 1.81  -0.004
37 H 0.60 2.58 1.92  0.045
38 H -0.36 2.75 0.88  -0.008
39 O -0.35 -3.19 -1.40  -0.030
40 H -0.44 -2.21 -1.30  0.016
41 H 0.18 -3.07 -2.15  -0.016
42 O 2.09 -2.20 -2.69  -0.037
43 H 1.90 -1.27 -2.48  0.000
44 H 2.30 -2.22 -3.61  0.054
45 O -3.94 -0.78 1.17  -0.076
46 H -4.87 -0.55 1.35  0.129
47 H -3.97 -0.77 0.21  0.064
48 O -0.40 -2.83 1.85  -0.064
49 H -0.32 -3.65 2.32  0.104
50 H 0.14 -2.86 1.09  -0.002
51 O -1.68 2.84 -0.65  -0.056
52 H -0.90 2.51 -1.17  0.022
53 H -1.83 3.77 -0.83  0.067
54 O 2.72 0.02 2.06  0.011
55 H 2.28 -0.55 2.60  -0.028
56 H 3.53 0.18 2.55  0.090

- Molar mass: 510.78 g mol⁻¹
- HOMO-LUMO gap: 8.373 eV
- Energy: -1424.4209 a.u.
- Net charge: +2
- Multiplicity: 1
- Energy above the lowest of the compared OMol25 structures with the same formula, charge and spin: 0.00 kJ/mol



# 4
16 unconnected molecules or ions with the total composition C2H37N2O15, computed with ωB97M-V with the def2-TZVPD basis set.

Each line ends with the Löwdin charge.
Geometry (Å):
1 C 1.55 0.42 -0.96  -0.050
2 N 0.88 0.52 0.33  0.031
3 C 1.49 0.21 1.48  -0.119
4 N 0.89 0.47 2.67  0.177
5 H 2.65 0.39 -0.87  0.087
6 H 1.31 1.34 -1.57  0.090
7 H 1.21 -0.51 -1.51  0.081
8 H -0.05 0.84 0.33  0.060
9 H 2.55 -0.23 1.42  0.183
10 H -0.04 0.84 2.69  0.070
11 H 1.26 0.09 3.47  0.088
12 H 0.96 3.66 -2.34  0.066
13 H -0.09 3.04 -1.40  -0.033
14 O 0.61 3.67 -1.45  -0.025
15 H -1.49 0.18 -1.21  0.022
16 H -1.27 -0.86 -2.27  0.015
17 O -1.71 -0.75 -1.42  -0.077
18 H 4.36 -2.13 -0.72  0.070
19 H 2.86 -2.36 -0.41  0.040
20 O 3.51 -1.68 -0.80  -0.101
21 H 2.50 4.00 1.05  0.098
22 H 1.49 3.42 0.01  -0.006
23 O 1.80 3.32 0.92  -0.062
24 H -2.47 -2.08 1.74  -0.009
25 H -2.39 -3.39 2.46  0.088
26 O -1.85 -2.74 2.01  -0.016
27 H 0.48 -1.53 -3.38  -0.043
28 H -0.52 -1.35 -4.40  0.039
29 O -0.23 -1.00 -3.61  0.022
30 H 1.62 -2.91 -1.95  -0.017
31 H 2.65 -2.01 -2.65  0.032
32 O 1.83 -2.46 -2.76  -0.032
33 H -0.34 3.96 3.04  0.080
34 H 0.34 3.22 1.85  -0.008
35 O -0.45 3.31 2.36  -0.028
36 H -1.77 3.54 1.35  0.038
37 H -2.52 4.39 0.26  0.061
38 O -2.49 3.52 0.63  -0.072
39 H 0.55 -3.30 -0.42  0.012
40 H 1.72 -4.42 -0.28  0.144
41 O 1.53 -3.43 -0.26  -0.115
42 H -2.04 2.01 -2.02  0.116
43 H -1.89 2.39 -0.51  0.024
44 O -1.43 1.94 -1.26  -0.071
45 H -2.35 0.26 1.34  0.009
46 H -2.05 1.73 1.81  0.035
47 O -1.66 0.90 1.52  -0.042
48 H -4.32 -0.98 0.52  0.104
49 H -2.95 -0.98 -0.20  0.040
50 O -3.37 -0.97 0.69  -0.047
51 H -1.26 -2.24 -0.84  0.030
52 H -1.32 -3.07 0.45  0.022
53 O -1.00 -3.15 -0.49  -0.065
54 H 0.28 -2.34 2.24  0.020
55 H 1.29 -2.63 1.29  -0.043
56 O 1.17 -2.10 2.03  -0.013

- Molar mass: 329.32 g mol⁻¹
- HOMO-LUMO gap: 10.580 eV
- Energy: -1336.3767 a.u.
- Net charge: +1
- Multiplicity: 1
- Energy above the lowest of the compared OMol25 structures with the same formula, charge and spin: 0.00 kJ/mol



# 5
16 unconnected molecules or ions with the total composition C2H37NO15, computed with ωB97M-V with the def2-TZVPD basis set.

Each line ends with the Löwdin charge.
Geometry (Å):
1 C 2.17 -0.51 2.59  -0.125
2 N 0.76 -0.98 2.69  -0.153
3 C 0.48 -1.19 4.15  -0.124
4 H 2.15 0.57 2.72  0.053
5 H 2.80 -0.98 3.33  0.085
6 H 2.66 -0.46 1.60  0.082
7 H 0.92 -1.95 2.41  0.030
8 H -0.53 -0.77 4.26  0.079
9 H 1.18 -0.78 4.88  0.087
10 H 0.45 -2.20 4.52  0.064
11 H 0.69 1.18 3.47  -0.014
12 H 0.52 2.73 3.45  0.029
13 O 0.96 2.00 3.90  -0.049
14 H -0.49 -0.11 -5.13  0.049
15 H 0.63 0.90 -5.12  0.075
16 O -0.03 0.50 -4.53  -0.073
17 H -1.52 2.30 -2.72  0.028
18 H -0.59 2.01 -3.77  -0.009
19 O -0.93 2.80 -3.30  -0.074
20 H 0.84 3.52 0.30  0.029
21 H 1.13 2.97 1.57  0.048
22 O 0.34 3.34 1.12  -0.067
23 H 1.43 -3.97 1.98  0.049
24 H 0.16 -3.40 2.16  0.010
25 O 0.74 -4.00 2.66  -0.064
26 H 0.10 -2.84 -0.91  0.017
27 H -0.18 -3.95 0.01  0.068
28 O 0.30 -3.11 0.00  -0.064
29 H -2.35 1.10 -0.49  0.029
30 H -3.80 1.07 -0.90  0.065
31 O -2.96 0.74 -1.25  -0.116
32 H -2.68 1.15 2.27  0.003
33 H -3.71 0.12 2.52  0.031
34 O -3.65 1.06 2.31  -0.072
35 H 0.94 -1.09 -2.50  0.026
36 H 1.99 -2.01 -3.16  0.071
37 O 1.54 -1.83 -2.33  -0.044
38 H 2.87 -0.70 -1.08  -0.013
39 H 3.43 0.26 -2.16  0.024
40 O 3.67 -0.33 -1.45  -0.062
41 H 0.68 -0.78 0.57  0.028
42 H 0.32 -0.64 -0.92  0.025
43 O 0.58 -0.12 -0.14  -0.032
44 H -2.35 0.13 -4.01  0.036
45 H -2.50 -1.39 -4.25  0.056
46 O -2.33 -0.55 -4.70  -0.050
47 H 0.77 4.19 -2.14  0.051
48 H 1.04 2.69 -2.18  0.028
49 O 1.10 3.47 -1.60  -0.054
50 H -1.07 2.18 0.83  0.045
51 H -0.65 0.64 0.44  0.003
52 O -1.38 1.27 0.70  -0.087
53 H -2.59 -0.87 -1.33  0.004
54 H -2.07 -1.76 -0.19  0.039
55 O -1.96 -1.63 -1.15  -0.100

- Molar mass: 315.31 g mol⁻¹
- HOMO-LUMO gap: 9.884 eV
- Energy: -1281.6957 a.u.
- Multiplicity: 1
- Energy above the lowest of the compared OMol25 structures with the same formula, charge and spin: 0.00 kJ/mol



# 6
18 unconnected molecules or ions with the total composition C2H39O17S, computed with ωB97M-V with the def2-TZVPD basis set.

Each line ends with the Löwdin charge.
Geometry (Å):
1 C -0.57 0.74 1.83  -0.200
2 C -1.80 1.58 1.58  -0.734
3 S -2.28 1.72 -0.12  0.531
4 H -0.31 0.60 2.90  0.072
5 H 0.31 0.96 1.45  -0.022
6 H -0.77 -0.26 1.47  0.059
7 H -1.65 2.60 1.96  0.028
8 H -2.67 1.28 2.29  0.082
9 H 2.39 -1.55 -2.10  -0.071
10 H 3.72 -1.02 -2.06  0.074
11 O 2.85 -0.91 -2.58  -0.076
12 H 0.25 0.15 -1.09  0.033
13 H -1.27 0.47 -1.13  -0.163
14 O -0.53 0.07 -1.65  -0.143
15 H -0.39 3.63 0.36  -0.050
16 H 0.63 4.09 -0.68  0.057
17 O 0.09 4.36 0.10  -0.029
18 H -1.16 -1.37 -2.56  -0.059
19 H -0.16 -2.34 -3.14  -0.013
20 O -0.97 -2.18 -2.85  0.057
21 H 1.53 2.38 1.10  0.030
22 H 3.03 2.50 1.12  0.037
23 O 2.36 1.88 0.82  -0.095
24 H -3.84 -0.18 -2.95  -0.019
25 H -3.30 -1.51 -3.08  0.007
26 O -3.82 -1.00 -2.51  -0.001
27 H 1.26 1.61 3.77  0.055
28 H -0.18 2.07 3.90  0.078
29 O 0.69 2.38 3.57  -0.084
30 H 1.14 2.74 -2.86  -0.013
31 H 2.13 2.62 -1.76  0.067
32 O 1.78 3.26 -2.46  -0.045
33 H -0.75 -3.22 0.60  0.100
34 H -1.63 -2.22 1.17  -0.129
35 O -1.00 -2.70 1.50  -0.052
36 H -2.65 -1.40 -1.01  -0.054
37 H -3.35 -1.09 0.29  0.141
38 O -2.77 -1.84 -0.20  -0.102
39 H -1.67 -4.10 -0.43  -0.066
40 H -1.13 -3.32 -1.64  0.055
41 O -1.03 -4.14 -1.02  -0.043
42 H 1.09 3.68 2.70  -0.031
43 H 1.07 4.45 1.36  0.037
44 O 1.68 3.94 2.01  -0.136
45 H 0.39 -2.88 2.88  0.011
46 H 1.29 -1.68 2.47  0.030
47 O 1.33 -2.66 2.80  -0.128
48 H -2.98 1.21 -2.36  -0.053
49 H -2.57 2.08 -3.50  0.051
50 O -3.34 1.57 -3.20  -0.098
51 H 1.26 -3.83 -2.62  0.071
52 H 1.04 -3.73 -1.20  -0.051
53 O 1.71 -3.60 -1.78  -0.021
54 H 3.11 -0.21 2.59  0.028
55 H 1.91 0.26 1.94  0.021
56 O 2.24 -0.02 2.84  -0.057
57 H 2.22 -2.22 0.97  0.059
58 H 3.47 -1.99 0.03  0.052
59 O 2.56 -1.66 0.18  -0.088

- Molar mass: 367.38 g mol⁻¹
- HOMO-LUMO gap: 7.008 eV
- Energy: -1776.8149 a.u.
- Net charge: -1
- Multiplicity: 1
- Energy above the lowest of the compared OMol25 structures with the same formula, charge and spin: 692.17 kJ/mol